Record 1
Here is the molecule C18H21N5O4S2 at a distorted geometry from the OMol25 dataset. Energies are from wB97M-V/def2-TZVPD.

Properties
SMILES string: COC(=O)C[C@H]1C(=O)NCCN1C(=O)CSc1nnc(Nc2ccc(C)cc2)s1
Calculated total energy: -2069.670160 Ha
ΔE to the lowest compared entry with this formula, charge and spin: 2.1 kcal per mole

```
! RIJCOSX wB97M-V def2-TZVPD def2/J DEFGRID3
* xyz 0 1
C -0.506 -7.079 -1.009
O -0.889 -5.777 -0.584
C -0.316 -4.762 -1.229
O 0.514 -4.886 -2.088
C -0.839 -3.431 -0.725
C -1.164 -2.548 -1.948
C -2.477 -3.078 -2.535
O -2.537 -4.188 -3.018
N -3.565 -2.289 -2.431
C -3.598 -0.937 -1.922
C -2.432 -0.739 -0.961
N -1.216 -1.143 -1.634
C -0.315 -0.194 -1.970
O -0.499 0.983 -1.712
C 0.978 -0.629 -2.633
S 1.998 -1.602 -1.454
C 1.592 -0.686 -0.024
N 0.872 -1.145 0.931
N 0.625 -0.282 1.898
C 1.150 0.896 1.698
N 1.003 1.872 2.611
C 1.380 3.214 2.590
C 1.386 3.899 3.804
C 1.742 5.231 3.854
C 2.099 5.921 2.701
C 2.467 7.371 2.751
C 2.074 5.234 1.494
C 1.718 3.900 1.429
S 2.073 1.002 0.210
H 0.575 -7.204 -0.919
H -1.029 -7.778 -0.361
H -0.795 -7.228 -2.051
H -1.714 -3.608 -0.101
H -0.063 -2.949 -0.123
H -0.384 -2.748 -2.689
H -4.409 -2.660 -2.845
H -4.549 -0.771 -1.408
H -3.518 -0.217 -2.747
H -2.335 0.311 -0.682
H -2.562 -1.348 -0.063
H 0.833 -1.263 -3.505
H 1.532 0.267 -2.913
H 0.564 1.551 3.465
H 1.111 3.378 4.710
H 1.745 5.744 4.805
H 1.591 7.986 2.541
H 3.225 7.604 2.007
H 2.842 7.643 3.735
H 2.333 5.752 0.582
H 1.686 3.410 0.470
*
```

What are the Löwdin partial charges on each atom? They are as follows, in elementary charge units: C -0.04; O -0.03; C -0.52; O 0.11; C -0.03; C -0.18; C -0.44; O 0.09; N 0.09; C -0.14; C -0.11; N -0.01; C -0.54; O 0.03; C -0.33; S 0.95; C -0.94; N -0.06; N 0.00; C -0.59; N 0.07; C -0.25; C -0.02; C -0.04; C -0.29; C -0.05; C -0.04; C -0.04; S 1.08; H 0.10; H 0.09; H 0.10; H 0.13; H 0.09; H 0.14; H 0.15; H 0.12; H 0.13; H 0.13; H 0.13; H 0.08; H 0.08; H 0.15; H 0.11; H 0.11; H 0.08; H 0.08; H 0.08; H 0.12; H 0.05

***

Record 2
Here is the molecule C4H8O2 at a distorted geometry from the OMol25 dataset. Energies are from wB97M-V/def2-TZVPD.

Properties
SMILES string: OC[C@H]1CCO1
Calculated total energy: -307.602480 Ha
ΔE to the lowest compared entry with this formula, charge and spin: 69.0 kcal per mole

```
! RIJCOSX wB97M-V def2-TZVPD def2/J DEFGRID3
* xyz 0 1
O 1.670 -0.498 -1.074
C 1.068 0.757 -1.083
C -0.078 0.695 -0.107
C -1.118 -0.405 -0.088
C -0.682 -0.739 1.320
O 0.644 -0.234 1.147
H 1.519 -0.753 -0.130
H 1.718 1.564 -0.699
H 0.802 1.039 -2.114
H -0.501 1.702 0.114
H -2.163 -0.108 -0.157
H -0.843 -1.172 -0.814
H -0.845 -1.777 1.652
H -1.157 -0.052 2.027
*
```

What are the Löwdin partial charges on each atom? They are as follows, in elementary charge units: O -0.07; C -0.25; C -0.12; C -0.13; C -0.23; O -0.14; H 0.06; H 0.12; H 0.13; H 0.15; H 0.11; H 0.12; H 0.12; H 0.11

***

Record 3
Here is a 3-piece molecular cluster, C12H28NO5S2 overall from the OMol25 dataset. Energies are from wB97M-V/def2-TZVPD.

Properties
Calculated total energy: -1701.320310 Ha

```
! RIJCOSX wB97M-V def2-TZVPD def2/J DEFGRID3
* xyz -1 1
C 2.889 -2.103 0.832
O 2.392 -3.347 1.276
C 0.971 -3.330 1.349
C 0.421 -4.735 1.506
C -1.017 -4.755 2.051
C -2.123 -4.657 0.996
C -2.237 -3.330 0.233
C -2.259 -2.052 1.071
N -2.958 -0.979 0.303
C -2.963 -2.260 2.436
O -2.251 -1.981 3.435
O -4.119 -2.699 2.421
H 2.318 -1.282 1.279
H 3.932 -2.024 1.133
H 2.783 -2.016 -0.256
H 0.636 -2.725 2.200
H 0.551 -2.856 0.453
H 0.501 -5.305 0.575
H 1.066 -5.228 2.243
H -1.150 -5.722 2.548
H -1.125 -3.999 2.831
H -1.910 -5.442 0.256
H -3.076 -4.907 1.460
H -1.433 -3.299 -0.515
H -3.170 -3.364 -0.339
H -1.256 -1.674 1.271
H -3.065 -1.259 -0.665
H -2.364 -0.154 0.281
C -0.408 3.817 -1.022
S -0.876 2.797 0.378
O -1.491 1.565 -0.177
C -2.234 3.832 0.937
H 0.405 3.320 -1.538
H -1.267 3.925 -1.687
H -0.065 4.788 -0.667
H -2.962 3.940 0.134
H -1.845 4.805 1.242
H -2.696 3.336 1.788
C 4.399 4.304 -3.368
S 3.464 5.270 -2.178
O 2.553 4.326 -1.482
C 2.469 6.150 -3.389
H 5.057 3.641 -2.810
H 3.714 3.715 -3.978
H 4.993 4.972 -3.992
H 1.918 5.433 -3.998
H 3.117 6.766 -4.013
H 1.772 6.785 -2.847
*
```

What are the Löwdin partial charges on each atom? They are as follows, in elementary charge units: C -0.13; O -0.20; C -0.25; C -0.17; C -0.20; C -0.21; C -0.18; C -0.32; N 0.05; C -0.74; O -0.10; O -0.05; H 0.09; H 0.08; H 0.08; H 0.13; H 0.11; H 0.11; H 0.11; H 0.10; H 0.10; H 0.10; H 0.10; H 0.10; H 0.11; H 0.11; H 0.04; H 0.00; C -0.29; S 0.83; O -0.54; C -0.27; H 0.03; H 0.06; H 0.04; H 0.05; H 0.05; H 0.05; C -0.27; S 0.81; O -0.55; C -0.27; H 0.05; H 0.06; H 0.05; H 0.06; H 0.05; H 0.05

***

Record 4
Here is the molecule C4H7P at a distorted geometry from the OMol25 dataset. Energies are from wB97M-V/def2-TZVPD.

Properties
SMILES string: C=PC1CC1
Calculated total energy: -497.844668 Ha
ΔE to the lowest compared entry with this formula, charge and spin: 51.4 kcal per mole

```
! RIJCOSX wB97M-V def2-TZVPD def2/J DEFGRID3
* xyz 0 1
C 0.455 2.100 0.788
P 1.038 1.347 -0.610
C 0.529 -0.362 -0.274
C -0.656 -0.920 0.407
C -0.419 -1.145 -1.067
H 0.731 3.064 1.090
H -0.293 1.691 1.394
H 1.723 -0.936 -0.261
H -1.408 -0.146 0.786
H -0.608 -1.829 0.945
H -0.148 -2.134 -1.312
H -0.943 -0.729 -1.886
*
```

What are the Löwdin partial charges on each atom? They are as follows, in elementary charge units: C -0.33; P 0.88; C -0.64; C -0.16; C -0.21; H -0.04; H -0.04; H 0.17; H 0.12; H 0.08; H 0.08; H 0.08

***

Record 5
Here is a 2-piece molecular cluster, C3H4FN3 overall at a distorted geometry from the OMol25 dataset. Energies are from wB97M-V/def2-TZVPD.

Properties
Calculated total energy: -380.589072 Ha
ΔE to the lowest compared entry with this formula, charge and spin: 0.0 kcal per mole

```
! RIJCOSX wB97M-V def2-TZVPD def2/J DEFGRID3
* xyz 0 3
C 0.465 0.966 -0.128
C -0.913 0.927 -0.050
C 1.249 -0.096 -0.450
N -1.345 -1.386 -0.039
N -1.519 -0.261 -0.018
N 1.820 -1.094 0.105
F -3.214 0.279 0.177
H 0.921 1.942 -0.207
H -1.536 1.802 -0.038
H 1.783 -1.287 1.109
H 2.289 -1.792 -0.461
*
```

What are the Löwdin partial charges on each atom? They are as follows, in elementary charge units: C -0.09; C -0.08; C -0.10; N 0.26; N -0.15; N 0.08; F -0.38; H 0.10; H 0.12; H 0.13; H 0.12

***

Record 6
Here is a 2-piece molecular cluster, C9H14O overall at a distorted geometry from the OMol25 dataset. Energies are from wB97M-V/def2-TZVPD.

Properties
Calculated total energy: -426.255492 Ha
ΔE to the lowest compared entry with this formula, charge and spin: 13.0 kcal per mole

```
! RIJCOSX wB97M-V def2-TZVPD def2/J DEFGRID3
* xyz 1 2
C 1.866 -1.160 0.661
C 1.893 -2.680 1.029
H 2.015 -0.648 1.609
H 2.762 -0.948 0.079
H 0.942 -0.896 0.163
H 1.204 -3.216 0.388
H 1.696 -2.769 2.097
H 2.909 -3.068 0.980
C 0.269 2.902 -1.242
C -1.225 -0.521 -1.022
C -0.583 0.574 -1.528
C -1.935 -0.430 0.190
C -0.537 1.750 -0.745
C -1.792 0.732 0.999
C -1.207 1.856 0.523
O -2.505 -1.443 0.823
H -1.209 -1.435 -1.605
H -0.107 0.524 -2.494
H -2.715 -2.071 0.112
H -2.233 0.683 1.988
H 1.234 2.987 -0.732
H -0.213 3.874 -1.134
H -0.995 2.706 1.155
H 0.468 2.696 -2.293
*
```

What are the Löwdin partial charges on each atom? They are as follows, in elementary charge units: C -0.14; C -0.14; H 0.06; H 0.07; H 0.02; H 0.05; H 0.06; H 0.07; C 0.00; C 0.02; C 0.02; C -0.24; C -0.16; C 0.05; C 0.04; O 0.19; H 0.15; H 0.14; H 0.16; H 0.15; H 0.12; H 0.11; H 0.14; H 0.09

***

Record 7
Here is the molecule C4H9NO from the OMol25 dataset. Energies are from wB97M-V/def2-TZVPD.

Properties
SMILES string: CN1CC(O)C1
Calculated total energy: -287.750586 Ha
ΔE to the lowest compared entry with this formula, charge and spin: 51.4 kcal per mole

```
! RIJCOSX wB97M-V def2-TZVPD def2/J DEFGRID3
* xyz 0 1
C -1.963 -0.063 0.203
N -0.550 0.031 0.485
C 0.345 -1.044 0.047
C 1.362 0.009 -0.451
O 2.567 0.125 0.258
C 0.266 1.062 -0.166
H -2.509 -0.492 1.051
H -2.369 0.938 0.021
H -2.178 -0.684 -0.685
H -0.067 -1.678 -0.756
H 0.703 -1.697 0.854
H 1.644 -0.084 -1.502
H 2.353 0.193 1.198
H 0.571 1.872 0.512
H -0.176 1.511 -1.069
*
```

What are the Löwdin partial charges on each atom? They are as follows, in elementary charge units: C -0.10; N -0.21; C -0.13; C -0.34; O -0.03; C -0.13; H 0.08; H 0.08; H 0.08; H 0.11; H 0.11; H 0.14; H 0.10; H 0.11; H 0.11

***

Record 8
Here is an isolated ion of composition C4H5N2O3S and charge +1 at a distorted geometry from the OMol25 dataset. Energies are from wB97M-V/def2-TZVPD.

Properties
SMILES string: CS(=O)(=O)OC1=[N+]=CC=N1
Calculated total energy: -888.414818 Ha
ΔE to the lowest compared entry with this formula, charge and spin: 51.2 kcal per mole

```
! RIJCOSX wB97M-V def2-TZVPD def2/J DEFGRID3
* xyz 1 1
C 1.623 0.398 1.457
S 1.175 0.582 -0.265
O 2.072 -0.023 -1.145
O 0.456 1.784 -0.445
O -0.244 -0.489 -0.386
C -1.480 -0.419 0.199
N -1.546 0.048 1.523
C -2.687 0.585 1.566
C -3.424 0.386 0.328
N -2.619 -0.263 -0.497
H 0.582 0.393 1.928
H 2.258 -0.385 1.840
H 2.036 1.378 1.533
H -3.068 0.932 2.545
H -4.515 0.563 0.090
*
```

What are the Löwdin partial charges on each atom? They are as follows, in elementary charge units: C -0.07; S 0.72; O -0.17; O -0.20; O -0.04; C -0.25; N 0.17; C -0.02; C 0.08; N 0.21; H 0.07; H 0.09; H 0.07; H 0.16; H 0.17